{"formula": "C21H57N4O11Y", "method": "wB97M-V/def2-TZVPD", "multiplicity": 2, "molar_mass_g_mol": 630.6, "homo_energy_ev": [-9.912, -11.059], "total_charge": 1, "homo_lumo_gap_ev": [6.26, 6.98], "symbols": ["Y", "O", "C", "O", "O", "H", "C", "C", "C", "O", "C", "N", "H", "H", "H", "H", "H", "H", "H", "H", "H", "H", "H", "C", "C", "C", "O", "C", "N", "H", "H", "H", "H", "H", "H", "H", "H", "H", "H", "H", "C", "C", "C", "O", "C", "N", "H", "H", "H", "H", "H", "H", "H", "H", "H", "H", "H", "C", "C", "C", "O", "C", "N", "H", "H", "H", "H", "H", "H", "H", "H", "H", "H", "H", "C", "C", "O", "O", "H", "H", "H", "H", "H", "H", "C", "C", "O", "O", "H", "H", "H", "H", "H", "H"], "xyz": [[5.552, -2.675, -20.622], [9.056, -5.064, -21.262], [7.825, -4.493, -21.243], [7.393, -3.738, -22.116], [7.051, -4.568, -20.255], [8.775, -5.723, -20.624], [2.752, -1.720, -24.056], [3.278, -2.506, -22.844], [3.802, -3.913, -23.300], [4.591, -4.549, -22.250], [4.766, -5.967, -22.519], [4.500, -1.771, -22.489], [1.889, -2.179, -24.537], [3.451, -1.288, -24.772], [2.135, -0.904, -23.681], [2.494, -2.409, -22.092], [4.300, -3.892, -24.270], [2.915, -4.521, -23.475], [5.073, -6.142, -23.550], [3.814, -6.496, -22.455], [5.472, -6.388, -21.804], [5.038, -1.828, -23.342], [4.142, -0.826, -22.495], [12.111, -3.939, -19.415], [11.142, -2.990, -18.606], [11.112, -1.489, -19.070], [10.437, -0.607, -18.189], [10.780, -0.439, -16.823], [9.823, -3.592, -18.603], [13.150, -3.765, -19.135], [12.001, -3.941, -20.499], [11.907, -4.987, -19.196], [11.529, -2.936, -17.588], [10.674, -1.486, -20.068], [12.152, -1.203, -19.227], [10.706, -1.404, -16.322], [10.234, 0.393, -16.377], [11.844, -0.199, -16.824], [9.071, -2.919, -18.564], [9.763, -4.000, -19.525], [9.224, -4.817, -25.104], [8.025, -5.711, -25.219], [7.902, -6.840, -24.206], [7.059, -7.864, -24.736], [6.963, -8.968, -23.838], [6.858, -4.865, -25.213], [9.431, -4.179, -25.963], [10.134, -5.406, -24.989], [9.132, -4.249, -24.178], [8.039, -6.150, -26.216], [7.548, -6.405, -23.271], [8.886, -7.257, -23.994], [6.037, -8.903, -23.267], [7.769, -9.041, -23.109], [6.897, -9.935, -24.337], [6.588, -4.632, -24.268], [7.127, -3.968, -25.593], [10.606, -0.927, -25.168], [10.281, -0.828, -23.722], [10.692, 0.465, -23.113], [12.115, 0.512, -23.085], [12.613, 1.860, -22.884], [8.877, -1.081, -23.535], [9.981, -0.210, -25.700], [10.364, -1.897, -25.600], [11.658, -0.771, -25.407], [10.820, -1.647, -23.245], [10.351, 0.708, -22.107], [10.282, 1.292, -23.694], [13.626, 1.818, -23.284], [12.578, 2.231, -21.860], [12.057, 2.664, -23.365], [8.763, -2.083, -23.596], [8.660, -1.012, -22.552], [10.854, -8.495, -21.925], [11.841, -7.912, -22.952], [12.170, -8.829, -23.996], [11.646, -9.405, -21.172], [10.061, -9.033, -22.444], [10.326, -7.746, -21.333], [12.770, -7.489, -22.570], [11.499, -7.025, -23.487], [12.420, -9.639, -23.546], [12.163, -8.887, -20.551], [9.310, -9.457, -18.654], [8.931, -7.989, -18.772], [7.707, -7.650, -19.451], [8.723, -10.281, -17.619], [10.386, -9.458, -18.478], [9.075, -9.925, -19.609], [9.755, -7.562, -19.344], [8.890, -7.757, -17.708], [6.962, -7.948, -18.924], [9.202, -11.102, -17.753]]}